Version P
The following is a quantum chemistry calculation of one molecule with the formula C17H20N2O5, from OMol25.

Each atom is followed by the atoms it is bonded to, with distances in Å.
Atoms and positions in Å:
1 O -0.5685 3.7052 -5.0284  N6 1.357, C11 1.340
2 O 1.7149 1.6464 -0.0943  C9 1.203
3 O -2.6575 -3.2501 4.0455  C20 1.355, C23 1.414
4 O -0.2167 -1.0775 -1.3660  C17 1.217
5 O 2.2599 1.6832 -2.2762  C9 1.326, C21 1.436
6 N -1.3539 3.0635 -4.1261  O1 1.357, C18 1.305
7 N 1.6832 -1.1116 -0.1452  C13 1.442, C17 1.370, H37 1.008
8 C -1.7563 -1.6377 0.9538  C14 1.396, C15 1.374, H30 1.079
9 C 2.0779 1.0970 -1.1012  O2 1.203, O5 1.326, C13 1.528
10 C 0.7267 3.2062 -3.3137  C11 1.371, C18 1.429, C21 1.488
11 C 0.6815 3.7878 -4.5540  O1 1.340, C10 1.371, C12 1.484
12 C 1.7114 4.4613 -5.3838  C11 1.484, H26 1.088, H27 1.086, H43 1.089
13 C 2.3905 -0.3964 -1.1778  N7 1.442, C9 1.528, H38 1.092, H44 1.092
14 C -0.3788 -1.8474 0.8728  C8 1.396, C17 1.481, C22 1.390
15 C -2.4770 -2.1081 2.0253  C8 1.374, C20 1.399, H28 1.078
16 C -1.4531 -2.9313 6.1509  C23 1.526, H25 1.087, H33 1.087, H36 1.086
17 C 0.3363 -1.3066 -0.3061  O4 1.217, N7 1.370, C14 1.481
18 C -0.6108 2.7503 -3.0995  N6 1.305, C10 1.429, C24 1.480
19 C -0.4735 -3.0522 2.9609  C20 1.393, C22 1.383, H32 1.079
20 C -1.8447 -2.8204 3.0499  O3 1.355, C15 1.399, C19 1.393
21 C 1.8945 3.0667 -2.4013  O5 1.436, C10 1.488, H41 1.096, H42 1.093
22 C 0.2463 -2.5675 1.8843  C14 1.390, C19 1.383, H29 1.080
23 C -2.1162 -3.9019 5.1780  O3 1.414, C16 1.526, H31 1.097, H34 1.094
24 C -1.1456 2.0184 -1.9300  C18 1.480, H35 1.092, H39 1.086, H40 1.089
25 H -2.1705 -2.1765 6.4626  C16 1.087
26 H 2.5991 3.8375 -5.4641  C12 1.088
27 H 1.3066 4.6444 -6.3752  C12 1.086
28 H -3.5404 -1.9452 2.0996  C15 1.078
29 H 1.3028 -2.7862 1.8283  C22 1.080
30 H -2.2413 -1.0935 0.1580  C8 1.079
31 H -1.4184 -4.6919 4.8748  C23 1.097
32 H 0.0470 -3.6167 3.7187  C19 1.079
33 H -0.6083 -2.4292 5.6857  C16 1.087
34 H -2.9800 -4.3727 5.6556  C23 1.094
35 H -0.8568 0.9671 -1.9836  C24 1.092
36 H -1.1050 -3.4713 7.0272  C16 1.086
37 H 2.0242 -0.9849 0.7949  N7 1.008
38 H 3.4662 -0.5516 -1.0698  C13 1.092
39 H -2.2298 2.0782 -1.9278  C24 1.086
40 H -0.7469 2.4300 -1.0044  C24 1.089
41 H 1.6587 3.4520 -1.4024  C21 1.096
42 H 2.7638 3.5900 -2.8073  C21 1.093
43 H 1.9965 5.4136 -4.9382  C12 1.089
44 H 2.0621 -0.7704 -2.1500  C13 1.092

Frontier orbital gap   9.4 eV
Multiplicity   1
Structure (SMILES)   CCOc1ccc(C(=O)NCC(=O)OCc2c(C)noc2C)cc1
Total charge   0
LUMO   0.655 eV

For reference, the Mulliken charges in units of e are: number 1, O, carries -0.1900; number 2, O, carries -0.5764; number 3, O, carries -0.4662; number 4, O, carries -0.6921; number 5, O, carries -0.2960; number 6, N, carries -0.7407; number 7, N, carries -0.1842; number 8, C, carries -0.7232; number 9, C, carries 0.7794; number 10, C, carries 0.8109; number 11, C, carries 0.1741; number 12, C, carries -1.2861; number 13, C, carries -0.8157; number 14, C, carries 0.1544; number 15, C, carries -0.5195; number 16, C, carries -1.0286; number 17, C, carries 0.4973; number 18, C, carries 0.5730; number 19, C, carries -0.3573; number 20, C, carries 0.7908; number 21, C, carries -0.7795; number 22, C, carries -0.7606; number 23, C, carries -0.4215; number 24, C, carries -0.9555; number 25, H, carries 0.2999; number 26, H, carries 0.3352; number 27, H, carries 0.3405; number 28, H, carries 0.4268; number 29, H, carries 0.4619; number 30, H, carries 0.4528; number 31, H, carries 0.3304; number 32, H, carries 0.3590; number 33, H, carries 0.3476; number 34, H, carries 0.3185; number 35, H, carries 0.1176; number 36, H, carries 0.3528; number 37, H, carries 0.3090; number 38, H, carries 0.4072; number 39, H, carries 0.4335; number 40, H, carries 0.3126; number 41, H, carries 0.3629; number 42, H, carries 0.4127; number 43, H, carries 0.3138; number 44, H, carries 0.3187

---

Version Q
The following is a quantum chemistry calculation of one molecule with the formula C17H20N2O5, from OMol25.

Each atom is followed by the atoms it is bonded to, with distances in Å.
Atoms and positions in Å:
1 O -1.8481 1.1693 -1.3112  C22 1.213
2 O -0.9643 -2.0937 -1.0797  C13 1.424, C19 1.331
3 O -0.6819 -2.3730 1.1298  C19 1.209
4 O -2.7867 2.2810 2.4802  C16 1.342, C17 1.350
5 O 0.7771 -0.2989 -3.0570  C15 1.372, C20 1.409
6 N 2.1067 -1.9435 -1.4575  C9 1.436, C23 1.388, H34 1.012
7 N -1.1031 0.3737 0.6717  C21 1.451, C22 1.338, H38 1.014
8 C 2.6662 1.2706 0.2825  C11 1.386, C18 1.380, H32 1.080
9 C 2.0368 -3.0121 -0.5012  N6 1.436, C24 1.547, H33 1.091, H44 1.097
10 C -2.2525 2.0106 4.6207  C14 1.416, C16 1.360, H25 1.070
11 C 2.6716 -0.0911 0.0248  C8 1.386, C23 1.388, H43 1.079
12 C 1.3855 1.6450 -1.7107  C15 1.382, C18 1.388, H39 1.077
13 C -2.0522 -1.1921 -0.9003  O2 1.424, C22 1.540, H31 1.097, H35 1.091
14 C -1.1236 1.6870 3.8295  C10 1.416, C17 1.365, H37 1.071
15 C 1.3829 0.2886 -1.9749  O5 1.372, C12 1.382, C23 1.412
16 C -3.2305 2.3623 3.7436  O4 1.342, C10 1.360, H40 1.072
17 C -1.5004 1.8730 2.5310  O4 1.350, C14 1.365, C21 1.492
18 C 2.0307 2.1366 -0.5838  C8 1.380, C12 1.388, H42 1.079
19 C -0.3985 -2.6514 -0.0121  O2 1.331, O3 1.209, C24 1.505
20 C -0.0013 0.5160 -3.9031  O5 1.409, H27 1.095, H29 1.094, H41 1.089
21 C -0.7627 1.6597 1.2520  N7 1.451, C17 1.492, H28 1.093, H36 1.093
22 C -1.6448 0.2500 -0.5459  O1 1.213, N7 1.338, C13 1.540
23 C 2.0388 -0.6046 -1.0992  N6 1.388, C11 1.388, C15 1.412
24 C 0.6364 -3.6655 -0.4203  C9 1.547, C19 1.505, H26 1.090, H30 1.090
25 H -2.3214 1.9832 5.6886  C10 1.070
26 H 0.3715 -4.0711 -1.3968  C24 1.090
27 H 0.6168 1.2560 -4.4215  C20 1.095
28 H -1.0437 2.4167 0.5152  C21 1.093
29 H -0.7946 1.0209 -3.3447  C20 1.094
30 H 0.6596 -4.4614 0.3237  C24 1.090
31 H -2.7131 -1.5727 -0.1123  C13 1.097
32 H 3.1716 1.6483 1.1593  C8 1.080
33 H 2.3127 -2.6379 0.4854  C9 1.091
34 H 1.5891 -2.1245 -2.3080  N6 1.012
35 H -2.5726 -1.1755 -1.8595  C13 1.091
36 H 0.3143 1.7055 1.4350  C21 1.093
37 H -0.1630 1.3662 4.1768  C14 1.071
38 H -0.9722 -0.4533 1.2445  N7 1.014
39 H 0.8768 2.3315 -2.3670  C12 1.077
40 H -4.2440 2.6798 3.8887  C16 1.072
41 H -0.4410 -0.1600 -4.6354  C20 1.089
42 H 2.0274 3.1988 -0.3918  C18 1.079
43 H 3.1923 -0.7545 0.6983  C11 1.079
44 H 2.7512 -3.7934 -0.7870  C9 1.097

Frontier orbital gap   8.4 eV
Multiplicity   1
Structure (SMILES)   COc1ccccc1NCCC(=O)OCC(=O)NCc1ccco1
Total charge   0
LUMO   0.751 eV

For reference, the Mulliken charges in units of e are: number 1, O, carries -0.6820; number 2, O, carries -0.2505; number 3, O, carries -0.7009; number 4, O, carries -0.3250; number 5, O, carries -0.4485; number 6, N, carries -0.2180; number 7, N, carries 0.1557; number 8, C, carries -0.7987; number 9, C, carries -0.8582; number 10, C, carries -0.4598; number 11, C, carries -0.5482; number 12, C, carries -0.4008; number 13, C, carries -1.0312; number 14, C, carries -0.5324; number 15, C, carries 1.0278; number 16, C, carries -0.4764; number 17, C, carries -0.0806; number 18, C, carries -0.7365; number 19, C, carries 0.8699; number 20, C, carries -0.8640; number 21, C, carries -0.0063; number 22, C, carries 0.8165; number 23, C, carries 0.3041; number 24, C, carries -0.8072; number 25, H, carries 0.4329; number 26, H, carries 0.3057; number 27, H, carries 0.3471; number 28, H, carries 0.3875; number 29, H, carries 0.3213; number 30, H, carries 0.4405; number 31, H, carries 0.4221; number 32, H, carries 0.4255; number 33, H, carries 0.2929; number 34, H, carries 0.3273; number 35, H, carries 0.3363; number 36, H, carries 0.0022; number 37, H, carries 0.4890; number 38, H, carries 0.3002; number 39, H, carries 0.3698; number 40, H, carries 0.4471; number 41, H, carries 0.2676; number 42, H, carries 0.3666; number 43, H, carries 0.4105; number 44, H, carries 0.3593

---

Relative energy of each structure, in kcal/mol: version P 5.7; version Q 0.0.